A single C4H5NO molecule at a distorted geometry. Source: OMol25; level of theory: ωB97M-V with the def2-TZVPD basis set.

Electronic energy = -285.255009 a.u.
LUMO = 0.98 eV
Energy above the lowest of the compared OMol25 structures with the same formula, charge and spin = 4.342 eV
Highest occupied orbital energy = -0.2998 Eh

Structure (ORCA input):
```
! RIJCOSX wB97M-V def2-TZVPD def2/J DEFGRID3
* xyz 0 1
N 0.5972 -1.2747 -0.5715
C -0.5144 -1.5714 0.0219
C -1.0152 -0.2806 0.6749
C -0.0989 0.8742 0.3005
C 0.9939 0.4564 -0.5341
O -0.0735 1.1510 -1.1179
H -1.0595 -0.4273 1.7618
H -2.0451 -0.0894 0.3455
H -0.0363 1.7397 0.9519
H 1.9806 0.9872 -0.5915
H 1.2712 -1.5651 -1.2417
*
```

---

A single CH7NOP4 molecule at a distorted geometry. Source: OMol25; level of theory: ωB97M-V with the def2-TZVPD basis set.

Electronic energy = -1537.656528 a.u.
LUMO = 0.69 eV
Energy above the lowest of the compared OMol25 structures with the same formula, charge and spin = 0.000 eV
Highest occupied orbital energy = -0.3119 Eh
SMILES = NC(=O)P(#[PH2])[PH]#[PH2]

Structure (ORCA input):
```
! RIJCOSX wB97M-V def2-TZVPD def2/J DEFGRID3
* xyz 0 1
N -0.8487 1.7281 1.3206
C -1.1621 0.7671 0.3435
O -2.1309 0.0659 0.2790
P 0.3272 0.7055 -1.2136
P -0.5284 -1.0271 -2.2713
P 1.8503 -0.3830 -0.2410
P 0.7091 -1.0932 1.4645
H -1.3561 1.7163 2.2231
H -0.0981 2.3956 1.2074
H -1.4499 -0.5020 -3.1381
H 0.4138 -1.0513 -3.4226
H 2.4472 0.7543 0.4113
H 1.6560 -1.7920 2.2668
H 0.1709 -2.2842 0.7704
*
```

---

A single FHN2O2S molecule at a distorted geometry. Source: OMol25; level of theory: ωB97M-V with the def2-TZVPD basis set.

Electronic energy = -758.394118 a.u.
LUMO = -0.24 eV
Energy above the lowest of the compared OMol25 structures with the same formula, charge and spin = 4.021 eV
Highest occupied orbital energy = -0.3750 Eh
SMILES = [O-]/[N+](=N\F)OS

Structure (ORCA input):
```
! RIJCOSX wB97M-V def2-TZVPD def2/J DEFGRID3
* xyz 0 1
O -2.9581 -1.1988 -0.8257
N -2.3672 -0.5983 0.0115
N -2.5086 0.4372 0.6437
F -3.6036 1.1918 0.2757
O -1.1864 -1.3071 0.5435
S 0.3146 -0.6383 0.7152
H 0.7146 -1.4119 -0.4069
*
```

---

C30H31AuF3N7O4PTe as an isolated structure at a distorted geometry. Source: OMol25; level of theory: ωB97M-V with the def2-TZVPD basis set.

Electronic energy = -2890.536647 a.u.
LUMO (spin up / spin down) = -5.73 / -5.73 eV
Highest occupied orbital energy (spin up / spin down) = -0.3418 / -0.3419 Eh

Structure (ORCA input):
```
! RIJCOSX wB97M-V def2-TZVPD def2/J DEFGRID3
* xyz 1 1
Au 0.0264 0.5300 -0.4882
N -2.9077 -6.1840 6.7218
C -2.6276 -5.4530 5.8861
C -2.2762 -4.5521 4.8501
C -1.6005 -3.3703 5.1536
C -1.2458 -2.5069 4.1358
C -1.5531 -2.8074 2.8120
C -2.2473 -3.9767 2.5178
C -2.6056 -4.8491 3.5272
C -1.1271 -1.8829 1.7306
C -2.0504 -0.9266 1.3069
C -3.4088 -0.8265 1.7235
C -3.9526 0.2473 1.0633
C -2.9188 0.7904 0.2749
N -1.8027 0.0895 0.4128
C 0.1561 -2.0758 1.2249
C 1.0579 -3.1070 1.6246
C 2.1602 -3.0039 0.8150
C 1.9166 -1.9153 -0.0467
N 0.7397 -1.3656 0.1994
H -1.3612 -3.1351 6.1806
H -0.7240 -1.5913 4.3666
H -2.5002 -4.2067 1.4941
H -3.1430 -5.7589 3.3029
H -3.8988 -1.4918 2.4065
H -4.9563 0.6194 1.1291
H -2.9565 1.6654 -0.3501
H 0.8744 -3.8174 2.4077
H 3.0357 -3.6236 0.8056
H 2.5623 -1.5481 -0.8226
F -1.6325 -2.0030 -7.2161
C -1.9877 -2.7229 -6.1369
F -3.2948 -2.9623 -6.2359
F -1.3514 -3.8962 -6.2321
C -1.6195 -1.9920 -4.8672
C -0.2740 -1.8510 -4.5442
C 0.0441 -1.1234 -3.4114
N -0.8678 -0.5566 -2.6379
C -2.1464 -0.7210 -2.9310
C -2.5828 -1.4323 -4.0404
H 0.4979 -2.2868 -5.1578
H 1.0704 -0.9838 -3.1071
H -2.8497 -0.2641 -2.2494
H -3.6359 -1.5305 -4.2516
C 3.2849 2.4729 -4.6462
N 2.9501 1.9696 -3.3378
C 3.9365 1.5393 -2.3740
C 3.0549 1.1739 -1.1734
O 3.4187 0.9431 -0.0476
N 1.7633 1.2115 -1.6082
C 1.7338 1.7506 -2.8316
N 0.5900 2.0149 -3.4535
H 4.2485 2.9773 -4.5947
H 2.5421 3.1954 -4.9827
H 3.3492 1.6672 -5.3835
H 4.6363 2.3381 -2.1228
H 4.5032 0.6634 -2.7136
H -0.2376 1.9722 -2.8787
H 0.5764 2.5930 -4.2774
C 1.9784 0.4075 3.1502
C 1.5208 1.8348 2.9007
O 0.7827 1.8896 1.6788
P 0.6764 3.2039 0.7612
O -0.1511 2.8461 -0.4192
Te 2.9438 3.9787 0.3891
O -0.1589 4.2849 1.5664
C 0.3233 5.1653 2.5740
C 0.2958 6.6017 2.0867
H 2.4825 0.3448 4.1127
H 2.6638 0.1006 2.3637
H 1.1241 -0.2654 3.1543
H 2.4015 2.4921 2.8318
H 0.8674 2.1903 3.7065
H 1.3425 4.8901 2.8704
H -0.3437 5.0416 3.4324
H 0.9696 6.7436 1.2431
H 0.6046 7.2517 2.8998
H -0.7090 6.8755 1.7765
*
```

---

A 2-piece molecular cluster, C3H10NO3 overall at a distorted geometry. Source: OMol25; level of theory: ωB97M-V with the def2-TZVPD basis set.

Electronic energy = -400.691731 a.u.
LUMO = 3.57 eV
Energy above the lowest of the compared OMol25 structures with the same formula, charge and spin = 2.605 eV
Highest occupied orbital energy = -0.0875 Eh

Structure (ORCA input):
```
! RIJCOSX wB97M-V def2-TZVPD def2/J DEFGRID3
* xyz -1 1
C -0.9748 0.5980 0.6403
O -0.6419 -0.2519 1.6137
C 0.2929 0.6982 -0.3318
C 1.4076 1.5595 0.3794
O 1.2671 2.9496 -0.0021
N 0.8538 -0.6649 -0.2991
H -1.4612 1.6072 1.0130
H -1.9387 0.2074 0.4458
H 0.1357 0.9548 -1.3365
H 0.9615 1.4345 1.3696
H 2.4056 1.4202 0.1158
H 0.4986 3.3183 0.3279
H 1.3007 -0.6742 0.5575
H 0.2208 -1.4130 -0.1443
H -1.4312 -3.2655 -1.5273
H -1.2141 -4.7611 -1.4020
O -1.8512 -4.1113 -1.7932
*
```

---

Question: The lowest electronic energy belongs to which entry?
Answer: C30H31AuF3N7O4PTe

---

Question: Which formula does entry 4 have?
Answer: C30H31AuF3N7O4PTe

---

Question: Which of these has the lowest electronic energy?
Answer: C30H31AuF3N7O4PTe

---

Question: Which value of electronic energy does entry 3 give?
Answer: -758.394118 a.u.